# 1
A cluster of 9 separate species, C30H81N3O15 in total. Source: OMol25; level of theory: the ωB97M-V functional and the def2-TZVPD basis.

Highest occupied orbital energy in eV: -8.94
Charge: 0
Relative energy (zero: lowest compared OMol25 entry of this formula, charge and spin) in kJ/mol: 721.3
E in hartree: -2483.93831
SMILES string: COCCNCCOC.COCCNCCOC.COCCNCCOC.OCCO.OCCO.OCCO.CCO.CCO.CCO

Each line ends with the Löwdin charge.
CARTESIAN COORDINATES (ANGSTROEM)
C: -0.640 -2.435 0.528  -0.0884
O: -1.165 -2.908 1.756  -0.2086
C: -2.602 -2.679 1.917  -0.1666
C: -3.110 -3.197 3.266  -0.2147
N: -4.555 -3.033 3.242  -0.0600
C: -5.081 -3.648 4.460  -0.1907
C: -6.520 -4.096 4.237  -0.4540
O: -7.145 -4.825 4.968  -0.1081
C: -7.432 -4.321 6.276  -0.0453
H: -0.787 -1.360 0.520  0.0721
H: -1.117 -2.929 -0.280  0.0886
H: 0.459 -2.650 0.452  0.0957
H: -3.139 -3.210 1.108  0.1290
H: -2.906 -1.644 1.760  0.0928
H: -2.698 -2.582 4.105  0.1047
H: -2.769 -4.198 3.435  0.1139
H: -4.686 -2.029 3.176  0.1141
H: -4.897 -2.996 5.388  0.1358
H: -4.553 -4.612 4.585  0.1257
H: -6.593 -4.537 3.183  0.1607
H: -7.117 -3.268 4.050  0.0981
H: -7.660 -3.273 6.362  0.0842
H: -6.666 -4.601 6.949  0.0768
H: -8.446 -4.732 6.553  0.1103
C: -2.732 -0.096 8.049  -0.0894
O: -1.913 -0.084 6.877  -0.2046
C: -2.528 -0.007 5.613  -0.2368
C: -1.516 0.461 4.571  -0.1922
N: -2.221 0.588 3.312  -0.0533
C: -1.225 0.846 2.339  -0.2505
C: -1.814 1.199 1.029  -0.3751
O: -1.110 1.236 -0.010  -0.1754
C: -1.568 2.165 -1.020  -0.0073
H: -2.166 -0.332 8.954  0.0917
H: -3.573 -0.778 7.861  0.0840
H: -3.194 0.851 8.204  0.0665
H: -3.414 0.596 5.622  0.1155
H: -2.783 -1.071 5.458  0.1043
H: -0.700 -0.371 4.480  0.1635
H: -1.291 1.528 4.831  0.1408
H: -2.824 1.417 3.258  0.1354
H: -0.474 0.011 2.281  0.1299
H: -0.605 1.761 2.468  0.1209
H: -2.361 2.139 1.004  0.1345
H: -2.475 0.346 0.875  0.1241
H: -1.005 2.157 -1.942  0.0666
H: -1.554 3.155 -0.635  0.0853
H: -2.657 2.029 -1.295  0.1256
C: 0.988 1.997 -10.731  -0.1560
O: 1.514 1.673 -9.523  -0.1835
C: 0.928 2.341 -8.440  -0.2288
C: 1.762 2.289 -7.181  -0.1997
N: 0.974 2.770 -6.062  -0.0335
C: 1.777 2.482 -4.867  -0.2235
C: 1.282 3.190 -3.737  -0.4492
O: 1.745 3.000 -2.614  -0.1298
C: 3.151 3.075 -2.406  -0.0299
H: 1.602 1.701 -11.608  0.1035
H: 0.860 3.033 -11.038  0.0850
H: 0.049 1.523 -10.621  0.0791
H: -0.063 1.949 -8.451  0.1146
H: 0.824 3.455 -8.735  0.1477
H: 2.625 2.934 -7.421  0.1330
H: 2.163 1.268 -7.115  0.1285
H: 1.060 3.772 -6.136  0.1292
H: 2.785 2.857 -5.001  0.1150
H: 1.953 1.382 -4.610  0.1532
H: 0.271 3.024 -3.619  0.1079
H: 1.386 4.243 -3.979  0.1438
H: 3.465 3.411 -1.399  0.0833
H: 3.586 3.857 -3.093  0.1124
H: 3.559 2.095 -2.593  0.0881
C: 2.575 -2.210 -5.694  -0.0680
C: 3.139 -2.420 -4.353  -0.2919
O: 2.199 -3.000 -3.428  -0.0682
H: 3.112 -1.594 -6.432  0.0957
H: 1.544 -1.761 -5.526  0.0948
H: 2.397 -3.142 -6.076  0.0412
H: 3.462 -1.464 -4.003  0.0997
H: 4.041 -2.979 -4.159  0.1182
H: 1.755 -3.717 -3.826  0.0784
C: 2.068 1.350 3.920  -0.0933
C: 3.271 0.570 3.875  -0.3440
O: 3.902 0.553 5.135  -0.0567
H: 2.247 2.391 4.215  0.0865
H: 1.219 0.978 4.537  0.0784
H: 1.717 1.498 2.853  0.0784
H: 3.995 0.924 3.174  0.1160
H: 3.047 -0.435 3.676  0.0774
H: 3.204 0.535 5.775  0.0646
C: -0.370 0.006 -3.497  -0.1100
C: -0.703 0.091 -4.850  -0.3426
O: -1.255 1.344 -5.357  -0.0889
H: 0.378 0.700 -3.165  0.0557
H: -0.094 -1.075 -3.259  0.1143
H: -1.347 0.118 -2.993  0.1001
H: -1.134 -0.729 -5.256  0.0881
H: 0.235 0.096 -5.381  0.0804
H: -0.541 1.908 -5.717  0.0163
C: 1.977 0.080 0.108  -0.2310
C: 1.852 -0.662 -1.080  -0.2290
O: 2.397 -1.991 -0.952  -0.0418
O: 1.466 1.407 -0.089  -0.0570
H: 2.994 0.128 0.541  0.1542
H: 1.441 -0.456 0.812  0.0775
H: 2.270 -0.069 -1.900  0.1219
H: 0.774 -0.731 -1.362  0.1094
H: 2.455 -2.478 -1.729  0.0169
H: 0.532 1.362 0.069  0.0237
C: 1.596 4.364 1.329  -0.3384
C: 2.989 4.233 1.522  -0.2827
O: 3.517 3.082 0.899  -0.0702
O: 1.164 5.586 1.698  -0.0052
H: 0.927 3.598 1.776  0.1247
H: 1.353 4.307 0.195  0.1521
H: 3.138 4.181 2.613  0.1296
H: 3.641 5.033 1.260  0.1232
H: 2.797 2.556 0.516  0.0274
H: 1.881 6.154 1.816  0.0594
C: 3.213 -3.428 2.359  -0.2463
C: 2.015 -3.292 3.162  -0.2708
O: 1.329 -2.152 2.696  -0.0803
O: 2.775 -3.630 1.005  -0.0928
H: 3.962 -4.101 2.789  0.1198
H: 3.752 -2.430 2.285  0.1343
H: 2.409 -3.182 4.189  0.1217
H: 1.467 -4.211 3.227  0.1223
H: 0.442 -2.301 2.345  0.0268
H: 2.693 -2.799 0.512  0.0198

---

# 2
A cluster of 8 separate species, C30H82N6O9 in total. Source: OMol25; level of theory: the ωB97M-V functional and the def2-TZVPD basis.

Highest occupied orbital energy in eV: -8.84
Charge: 0
Relative energy (zero: lowest compared OMol25 entry of this formula, charge and spin) in kJ/mol: 409.3
E in hartree: -2197.53513
SMILES string: COC[C@H](C)N.COC[C@H](C)N.COC[C@H](C)N.COC[C@H](C)N.COC[C@H](C)N.COCCNCCOC.CCO.CCO

Each line ends with the Löwdin charge.
CARTESIAN COORDINATES (ANGSTROEM)
C: -7.774 0.172 2.543  -0.0972
C: -7.274 0.344 3.922  -0.3418
O: -6.184 -0.558 4.104  -0.0937
H: -6.995 0.432 1.826  0.0773
H: -8.521 0.904 2.236  0.0763
H: -8.124 -0.847 2.375  0.0838
H: -7.970 -0.066 4.653  0.1079
H: -6.988 1.344 4.248  0.1123
H: -5.970 -0.454 5.034  0.0752
C: 0.743 -0.761 -0.084  -0.0939
C: -0.436 -0.880 0.772  -0.4090
O: -0.360 -0.044 1.853  -0.0595
H: 0.753 0.286 -0.385  0.0850
H: 0.779 -1.392 -0.972  0.0799
H: 1.622 -1.079 0.477  0.0806
H: -0.678 -1.886 1.116  0.1168
H: -1.274 -0.491 0.194  0.1095
H: -1.119 -0.223 2.413  0.0906
C: -2.149 10.827 6.750  -0.0830
O: -0.851 10.153 6.941  -0.2098
C: 0.043 10.326 5.753  -0.1727
C: 0.006 9.056 4.865  -0.1981
N: -1.338 8.765 4.243  -0.0648
C: -1.461 7.446 3.646  -0.2028
C: -2.935 7.074 3.790  -0.2037
O: -3.903 7.905 3.115  -0.1859
C: -5.204 7.886 3.524  -0.1399
H: -2.872 10.456 7.476  0.0825
H: -2.563 10.467 5.808  0.0630
H: -2.014 11.907 6.807  0.0862
H: 1.060 10.505 6.104  0.1119
H: -0.223 11.173 5.120  0.1104
H: 0.455 8.315 5.527  0.1031
H: 0.690 9.043 4.016  0.1115
H: -1.985 8.919 5.003  0.0659
H: -0.885 6.767 4.274  0.1122
H: -1.023 7.445 2.648  0.1213
H: -3.150 6.783 4.818  0.1199
H: -3.021 6.111 3.287  0.1132
H: -5.807 7.351 2.791  0.0871
H: -5.465 8.939 3.636  0.0907
H: -5.254 7.374 4.486  0.0818
C: 4.853 8.787 -8.126  -0.0655
C: 3.746 9.414 -7.273  -0.4446
C: 3.060 8.525 -6.152  -0.2107
O: 2.322 7.511 -6.770  -0.2026
C: 1.619 6.625 -5.761  -0.0479
N: 4.295 10.581 -6.676  0.0112
H: 4.368 7.961 -8.646  0.0707
H: 5.724 8.566 -7.509  0.0803
H: 5.177 9.318 -9.021  0.0697
H: 2.953 9.737 -7.948  0.1291
H: 2.303 9.105 -5.624  0.1131
H: 3.737 8.086 -5.418  0.1235
H: 2.263 6.103 -5.054  0.0790
H: 1.021 5.931 -6.352  0.0797
H: 0.900 7.178 -5.155  0.0741
H: 4.407 11.310 -7.366  0.0776
H: 3.568 10.909 -6.057  0.0633
C: 4.712 -1.699 5.700  -0.0892
C: 5.363 -0.352 5.518  -0.4396
C: 4.826 0.801 6.448  -0.1921
O: 5.340 2.082 6.131  -0.1854
C: 4.880 2.556 4.849  -0.0847
N: 6.685 -0.678 5.983  0.0098
H: 3.655 -1.574 5.468  0.0776
H: 4.737 -1.997 6.748  0.0757
H: 5.144 -2.555 5.182  0.0879
H: 5.449 -0.150 4.451  0.1264
H: 5.083 0.422 7.438  0.1247
H: 3.741 0.891 6.482  0.1141
H: 5.203 3.563 4.588  0.0843
H: 3.795 2.511 4.750  0.0902
H: 5.421 1.975 4.102  0.0763
H: 6.528 -1.287 6.774  0.0570
H: 7.034 0.194 6.351  0.0671
C: 5.883 -6.083 -3.869  -0.0437
C: 5.293 -5.231 -5.056  -0.4584
C: 6.312 -4.699 -6.017  -0.2370
O: 7.104 -3.774 -5.312  -0.1830
C: 8.045 -3.107 -6.187  -0.0897
N: 4.431 -6.144 -5.765  0.0259
H: 6.581 -5.462 -3.309  0.0667
H: 6.594 -6.799 -4.282  0.0740
H: 5.156 -6.567 -3.218  0.0725
H: 4.734 -4.383 -4.661  0.1346
H: 5.901 -4.220 -6.905  0.1268
H: 6.892 -5.580 -6.290  0.1284
H: 8.704 -2.379 -5.715  0.0836
H: 7.573 -2.601 -7.030  0.0791
H: 8.697 -3.863 -6.625  0.0814
H: 3.906 -5.480 -6.315  0.0691
H: 3.709 -6.370 -5.096  0.0697
C: -3.346 -3.566 -7.353  -0.0731
C: -2.743 -4.051 -6.098  -0.5125
C: -2.584 -5.545 -6.160  -0.2154
O: -2.248 -6.216 -4.943  -0.1617
C: -3.218 -5.951 -3.930  -0.1207
N: -1.484 -3.418 -5.833  0.0483
H: -2.883 -4.004 -8.236  0.0939
H: -3.264 -2.482 -7.427  0.0776
H: -4.431 -3.586 -7.250  0.0874
H: -3.403 -3.797 -5.269  0.1223
H: -1.852 -5.929 -6.871  0.1336
H: -3.467 -5.929 -6.672  0.1197
H: -3.192 -4.994 -3.408  0.0802
H: -3.143 -6.709 -3.150  0.0848
H: -4.232 -6.077 -4.309  0.0885
H: -1.647 -2.434 -5.675  0.0736
H: -0.992 -3.865 -5.072  0.0736
C: -4.754 -13.087 2.042  -0.0718
C: -4.510 -12.438 3.399  -0.4217
C: -5.304 -11.126 3.622  -0.1354
O: -4.579 -9.981 2.983  -0.1876
C: -5.136 -8.745 3.349  -0.1616
N: -4.929 -13.474 4.317  0.0035
H: -4.648 -12.344 1.251  0.0731
H: -5.809 -13.322 1.903  0.0748
H: -4.185 -13.966 1.740  0.0789
H: -3.469 -12.316 3.699  0.1430
H: -5.398 -10.869 4.677  0.1104
H: -6.321 -11.155 3.232  0.1201
H: -6.222 -8.680 3.284  0.0798
H: -4.744 -7.796 2.984  0.0839
H: -5.001 -8.547 4.412  0.0727
H: -5.885 -13.801 4.327  0.0717
H: -4.788 -13.204 5.280  0.0662

---

# 3
A cluster of 8 separate species, C30H83N7O9 in total. Source: OMol25; level of theory: the ωB97M-V functional and the def2-TZVPD basis.

Highest occupied orbital energy in eV: -8.42
Charge: 0
Relative energy (zero: lowest compared OMol25 entry of this formula, charge and spin) in kJ/mol: 131.2
E in hartree: -2253.08217
SMILES string: COC[C@H](C)N.COC[C@H](C)N.COC[C@H](C)N.COC[C@H](C)N.COC[C@H](C)N.COC[C@H](C)N.COC[C@H](C)N.OCCO

Each line ends with the Löwdin charge.
CARTESIAN COORDINATES (ANGSTROEM)
C: -4.584 -16.753 -12.458  -0.0553
C: -4.438 -18.226 -12.084  -0.4471
C: -5.799 -18.942 -12.180  -0.2020
O: -6.835 -18.322 -11.434  -0.1638
C: -6.600 -18.436 -10.081  -0.1496
N: -3.448 -18.873 -12.927  0.0470
H: -3.765 -16.169 -12.870  0.0629
H: -4.901 -16.179 -11.545  0.0853
H: -5.416 -16.564 -13.170  0.0752
H: -4.095 -18.192 -11.079  0.1097
H: -5.651 -19.991 -11.950  0.1150
H: -6.123 -18.930 -13.244  0.1354
H: -7.430 -17.951 -9.517  0.1048
H: -5.683 -17.957 -9.734  0.0755
H: -6.497 -19.464 -9.721  0.0900
H: -3.784 -18.906 -13.873  0.0450
H: -3.324 -19.837 -12.610  0.0781
C: -10.364 -12.022 -16.917  -0.0597
C: -9.982 -13.164 -17.836  -0.4475
C: -10.406 -14.474 -17.192  -0.2489
O: -10.027 -15.507 -18.056  -0.1960
C: -9.938 -16.736 -17.337  -0.1058
N: -10.621 -12.985 -19.127  0.0467
H: -11.418 -12.031 -16.624  0.0819
H: -10.216 -11.076 -17.392  0.0635
H: -9.674 -11.989 -16.039  0.0712
H: -8.887 -13.231 -17.983  0.1246
H: -11.501 -14.504 -17.001  0.1351
H: -9.934 -14.520 -16.194  0.1173
H: -10.834 -17.055 -16.800  0.0825
H: -9.136 -16.613 -16.579  0.0839
H: -9.691 -17.550 -18.044  0.0929
H: -10.407 -13.750 -19.774  0.0756
H: -11.593 -12.825 -19.045  0.0532
C: -6.730 -13.866 -20.721  -0.0420
C: -5.948 -14.991 -19.932  -0.4051
C: -4.655 -14.404 -19.594  -0.2409
O: -4.045 -13.851 -20.783  -0.1879
C: -2.728 -13.490 -20.499  -0.1369
N: -6.606 -15.376 -18.675  0.0771
H: -6.290 -13.554 -21.674  0.0722
H: -6.752 -12.914 -20.180  0.0484
H: -7.786 -14.146 -20.842  0.0680
H: -5.731 -15.811 -20.661  0.1504
H: -4.000 -15.184 -19.137  0.1163
H: -4.825 -13.591 -18.839  0.1302
H: -2.043 -14.239 -20.852  0.0585
H: -2.511 -13.336 -19.440  0.0882
H: -2.440 -12.563 -21.070  0.1023
H: -7.568 -15.725 -18.869  0.0784
H: -6.709 -14.643 -17.973  0.0348
C: -4.916 -9.143 -16.164  -0.0577
C: -5.993 -10.188 -16.572  -0.4011
C: -5.480 -10.699 -17.896  -0.2043
O: -5.317 -9.571 -18.810  -0.1764
C: -4.956 -10.233 -20.002  -0.1134
N: -6.121 -11.279 -15.662  0.0599
H: -5.031 -8.251 -16.828  0.0812
H: -3.887 -9.515 -16.309  0.0778
H: -5.042 -8.731 -15.128  0.0778
H: -6.900 -9.647 -16.788  0.1423
H: -6.202 -11.412 -18.342  0.1231
H: -4.491 -11.129 -17.789  0.1159
H: -4.743 -9.484 -20.767  0.0963
H: -5.755 -10.892 -20.307  0.0702
H: -4.082 -10.848 -19.834  0.0718
H: -5.226 -11.758 -15.465  0.0869
H: -6.609 -11.091 -14.792  0.0735
C: -1.118 -10.994 -13.967  -0.0611
C: -1.502 -12.187 -13.083  -0.4355
C: -0.957 -13.471 -13.643  -0.2535
O: -1.545 -13.773 -14.855  -0.2085
C: -0.917 -14.892 -15.492  -0.0646
N: -0.853 -11.984 -11.785  0.0406
H: -0.054 -10.842 -13.866  0.0692
H: -1.545 -9.979 -13.767  0.0876
H: -1.283 -11.179 -15.066  0.0930
H: -2.599 -12.257 -13.010  0.1136
H: -0.999 -14.291 -12.890  0.1410
H: 0.109 -13.308 -13.793  0.1240
H: 0.141 -14.649 -15.657  0.0940
H: -1.382 -15.136 -16.434  0.0807
H: -0.930 -15.785 -14.866  0.0912
H: -1.305 -12.288 -10.942  0.0601
H: -0.703 -10.982 -11.622  0.0756
C: -5.084 -12.821 -11.650  -0.0490
C: -5.498 -11.369 -11.686  -0.4649
C: -7.010 -11.239 -11.805  -0.1790
O: -7.333 -11.821 -13.090  -0.2531
C: -8.657 -12.384 -13.075  -0.0791
N: -5.093 -10.640 -10.524  0.0468
H: -5.517 -13.347 -12.509  0.0719
H: -5.441 -13.323 -10.735  0.0970
H: -4.037 -12.965 -11.659  0.0386
H: -5.094 -10.948 -12.649  0.1429
H: -7.402 -10.207 -11.736  0.1323
H: -7.555 -11.779 -11.022  0.1221
H: -8.843 -12.877 -14.062  0.0825
H: -9.421 -11.648 -12.885  0.0839
H: -8.733 -13.144 -12.316  0.0811
H: -4.156 -10.910 -10.311  0.0544
H: -4.935 -9.645 -10.710  0.0883
C: -3.579 -17.862 -17.087  -0.0578
C: -3.577 -18.906 -18.137  -0.4900
C: -2.778 -18.584 -19.328  -0.2355
O: -3.272 -17.378 -19.867  -0.1813
C: -2.588 -17.049 -21.062  -0.0957
N: -2.957 -20.087 -17.605  0.0417
H: -4.121 -18.166 -16.138  0.0914
H: -3.917 -16.867 -17.412  0.0573
H: -2.569 -17.682 -16.754  0.0754
H: -4.641 -19.029 -18.461  0.1579
H: -2.837 -19.373 -20.100  0.1354
H: -1.728 -18.520 -19.068  0.1303
H: -2.981 -16.089 -21.337  0.0611
H: -2.757 -17.697 -21.915  0.0916
H: -1.532 -16.964 -20.917  0.0843
H: -3.453 -20.343 -16.765  0.0695
H: -2.966 -20.834 -18.284  0.0768
C: -6.423 -14.570 -15.432  -0.2609
C: -4.945 -14.691 -15.845  -0.2467
O: -4.310 -13.455 -15.889  -0.0713
O: -7.166 -13.733 -16.254  -0.1486
H: -6.529 -14.236 -14.377  0.1022
H: -6.897 -15.584 -15.521  0.1245
H: -4.890 -15.194 -16.799  0.0616
H: -4.458 -15.447 -15.192  0.1114
H: -3.479 -13.428 -15.387  0.0706
H: -6.767 -12.783 -16.089  0.0683